Entry 1:
The following is a DFT calculation (wB97M-V/def2-TZVPD) of C54H54F15GeO3PSSeW as an isolated structure in a non-equilibrium geometry.

```
131
C54H54F15GeO3PSSeW, DFT wB97M-V/def2-TZVPD
H -1.020 -7.747 -3.486
C 1.726 3.861 -0.518
F -1.978 -4.778 5.206
H 7.960 1.126 -3.584
C -1.205 -6.768 -3.054
H -2.658 -5.433 -5.007
C -1.219 1.784 0.787
H -2.882 -4.633 -2.836
O -0.340 0.911 -1.709
H -0.576 3.907 -2.409
H -1.826 -0.451 -3.762
F -1.842 -0.522 7.231
H 5.466 2.813 -4.863
C -0.237 -3.272 4.683
F 2.130 1.354 4.649
C -1.389 -3.601 5.384
F 6.718 -0.229 2.225
P -0.727 1.576 -3.044
F -3.043 -2.949 6.928
C -3.867 -1.264 -1.138
F 4.445 -6.657 2.940
C -4.563 -3.631 -1.298
C 4.579 0.965 -3.092
H -4.357 -1.180 -2.105
C -3.023 -2.992 0.538
H -2.268 -6.693 -2.847
C 5.841 0.886 -3.931
C 4.336 1.817 4.029
F 3.222 -2.386 6.058
H -0.664 -6.705 -2.113
C 3.268 0.926 4.104
C 6.133 -0.550 -4.372
H 0.496 2.347 -4.964
H -2.061 0.860 -4.930
W 0.190 -0.102 0.246
C 4.151 -5.624 3.719
H 5.028 2.919 -2.401
C -1.269 -0.038 2.179
H 3.725 -0.934 -3.668
H 1.027 3.022 -0.528
O 1.683 0.855 -0.094
H 1.588 4.431 -1.435
C -1.366 3.262 -2.788
H -5.445 -3.326 -0.738
C 0.391 -2.040 4.804
C 0.731 1.712 -4.113
C -0.729 -5.673 -4.023
H -2.667 -4.014 0.637
H 5.138 4.304 -0.682
C -2.145 -2.961 -1.761
H -1.707 3.654 -3.743
C 2.557 1.022 -1.136
C 7.028 1.374 -3.085
F 4.563 -1.896 2.331
H 1.222 -3.715 -3.580
C 3.381 -4.569 3.230
C 4.355 2.086 -2.291
H 3.876 5.388 -0.129
F 4.202 3.052 4.494
H 0.533 2.733 1.808
H 6.582 1.780 -5.753
H 1.554 2.146 -3.549
C 5.612 0.154 2.851
H -1.598 2.600 0.183
F 6.551 2.257 3.353
C -0.999 -2.183 -1.520
C -2.024 -4.006 -2.662
H 1.074 -5.318 -5.194
C 3.185 3.377 -0.422
H 1.370 -6.004 -3.582
S 1.138 -1.926 1.554
C 3.660 -0.073 -3.020
F 2.939 -4.584 1.976
H 2.979 2.060 1.316
H 0.722 -7.008 -4.870
H -3.891 -2.870 1.178
H -3.032 -0.558 -1.119
F 0.381 0.075 5.803
C -0.167 -1.131 5.684
C 3.333 -0.350 3.570
C 5.673 1.788 -5.159
H 4.598 2.704 1.056
C -0.826 -4.345 -3.294
F 0.291 -4.146 3.812
C 0.703 -6.008 -4.441
C -0.104 0.728 2.488
C -1.959 0.622 1.144
C 4.312 -4.499 5.857
O -0.930 -1.244 -0.539
C 3.071 -3.485 4.031
F 5.350 -6.581 5.504
H -2.230 -2.329 0.890
H 6.174 -1.214 -3.512
H -4.801 -3.558 -2.356
C 0.170 -2.427 -2.253
H -2.209 3.274 -2.100
C 2.660 -0.031 -2.056
H 1.496 4.518 0.317
C 5.527 1.423 3.424
C 3.364 2.161 -1.324
H 4.853 1.438 -5.780
H -4.591 -0.990 -0.374
H 7.099 -0.581 -4.866
C -1.317 -1.427 6.416
H 7.016 2.451 -2.940
H 1.036 0.732 -4.472
H 3.908 4.892 -1.814
C 3.546 -3.473 5.329
C 4.616 -5.587 5.034
C -1.626 -5.645 -5.265
Se 1.777 -1.671 -1.417
H -1.592 -6.610 -5.761
C -3.396 -2.714 -0.928
C 4.088 4.555 -0.796
H 7.032 0.889 -2.111
H -2.974 0.399 0.841
H 3.334 3.748 1.714
C 4.514 -0.694 2.927
H -4.356 -4.667 -1.044
C -1.934 -2.666 6.264
H -1.281 -4.888 -5.965
F 4.751 -4.446 7.106
H -2.995 0.839 -3.431
C -2.025 0.611 -3.872
H 0.464 0.644 3.407
H -1.657 -0.857 2.776
H 5.388 -0.912 -5.075
C 0.272 -3.515 -3.112
Ge 1.991 -1.880 3.578
C 3.539 2.946 1.010
C -0.100 1.868 1.657
```

Output
Energy relative to the best compared isomer or geometry (same formula, charge and spin)   2.029 eV
Net charge   +2
M   1434.44 Da
E_LUMO   -6.8207 eV
E_HOMO   -13.3 eV
Maximum force   0.061 Eh/bohr

Atom charges from the Löwdin analysis, given in e for atoms 1 to 8: H 0.09; C -0.03; F 0.15; H 0.09; C -0.03; H 0.08; C -0.11; H 0.11



Entry 2:
The following is a DFT calculation (wB97M-V/def2-TZVPD) of C54H55AuIN2P3 as an isolated structure in a non-equilibrium geometry.

```
116
C54H55AuIN2P3, DFT wB97M-V/def2-TZVPD
C -6.666 -0.734 -2.818
C 3.708 -0.225 4.391
H 0.241 -5.062 1.356
C -1.359 2.473 -2.693
H -3.509 2.415 3.228
C 2.272 1.607 -1.539
C -5.297 -2.690 -2.431
C 0.618 6.429 -0.948
C 0.534 -4.601 0.412
C 2.658 -0.891 1.881
C 4.728 -2.883 0.466
H -1.052 -2.990 -2.210
H -2.930 2.866 -4.087
C -1.669 -0.472 3.732
C 0.697 4.165 2.002
H 0.234 -4.200 -2.288
C 3.392 2.020 -0.816
H -4.732 0.388 2.284
C 0.642 4.505 0.617
C -2.388 0.791 -4.075
H -7.526 -0.299 -3.308
H 2.115 -1.720 -1.436
H -1.303 -5.814 -1.327
C 0.900 4.225 -1.793
N -4.021 0.166 -0.495
H -2.651 -2.775 2.773
C 2.661 -1.752 -0.497
C 4.655 1.932 -1.376
H 6.038 -3.405 -3.124
H 3.269 2.435 0.179
H -7.030 -2.691 -3.657
C -2.660 0.411 2.957
H -0.796 0.111 4.031
H -1.866 -5.729 0.336
P -1.984 0.617 1.198
N -3.435 -2.496 -0.937
C 4.416 -2.716 -1.908
C -2.737 1.773 3.651
H 3.792 -2.462 -2.755
C -6.379 -2.103 -3.024
C -4.786 -0.553 -1.341
C -1.563 -0.170 -3.511
H 1.287 -3.833 0.609
C -0.657 0.187 -2.528
C 2.520 -0.938 4.303
C -5.878 0.036 -2.009
H 4.369 0.128 1.086
C 0.739 3.661 -0.544
C -0.524 1.516 -2.115
H -5.049 -3.729 -2.604
H 5.521 2.252 -0.810
C 1.988 -1.248 3.064
H 5.307 0.702 3.295
H -1.642 -1.200 -3.836
H 0.957 5.998 -3.006
H -0.018 -0.574 -2.088
H -4.469 -0.258 3.905
C 5.989 -3.412 0.258
H 5.792 1.400 -3.114
C -2.285 2.109 -3.660
H -1.522 -4.122 2.607
Au 0.134 -0.425 0.630
H -2.369 2.425 -0.336
C -1.704 -5.140 -0.567
H 0.536 7.499 -1.088
C 4.808 1.452 -2.668
C 3.696 1.057 -3.395
C -4.487 -1.929 -1.563
H 7.457 -4.006 -1.191
H 0.641 4.776 4.036
C 3.940 -2.470 -0.615
C 0.399 6.451 2.717
C 0.392 6.850 1.418
H 0.303 7.899 1.165
C 2.430 1.114 -2.831
H 0.316 7.165 3.525
C 4.375 0.157 3.230
H 1.574 0.808 -3.418
C -3.024 -0.418 0.116
H 0.997 -5.380 -0.196
C 0.533 5.918 0.365
C 5.677 -3.245 -2.116
C 3.858 -0.164 1.992
H -3.102 0.513 -4.839
I 1.186 2.243 2.742
C 0.574 5.092 3.004
P 0.657 1.820 -0.731
H -1.287 3.512 -2.406
H 1.060 3.581 -2.648
H 6.593 -3.713 1.104
H 0.542 -2.657 -1.489
C 0.842 5.604 -2.006
H -2.999 -4.067 1.603
H -2.651 -4.755 -0.920
H -1.780 2.297 3.630
C -4.055 -0.212 2.895
H 4.115 0.036 5.359
H -6.082 1.086 -1.848
P -1.289 -2.610 0.739
H -4.042 -1.223 2.487
C -0.676 -4.028 -0.339
H -3.555 2.411 0.970
H -1.907 3.021 1.280
C 2.091 -1.198 0.579
C -2.709 -1.788 -0.115
H 4.344 -2.809 1.472
H -1.312 -1.309 3.135
C -2.212 -3.475 2.066
C -2.501 2.291 0.729
C 6.475 -3.581 -1.032
H 3.813 0.708 -4.413
H 1.059 -1.806 2.996
H -2.996 1.604 4.698
H 2.014 -1.256 5.205
C -0.214 -3.425 -1.665
H -2.141 -0.868 4.634
```

Output
Energy relative to the best compared isomer or geometry (same formula, charge and spin)   0.993 eV
Net charge   +2
M   1148.84 Da
E_LUMO   -7.1048 eV
E_HOMO   -12.3 eV
Maximum force   0.028 Eh/bohr

Atom charges from the Löwdin analysis, given in e for atoms 1 to 8: C -0.04; C -0.07; H 0.08; C -0.09; H 0.08; C -0.38; C 0.00; C 0.00



| no. | frontier orbital gap (Eh) |
| --- | --- |
| 1 | 0.2381 |
| 2 | 0.1909 |